Molecular formula: C33H32N5O2Sr
Method: DFT, the ωB97M-V functional and the def2-TZVPD basis

Structure (XYZ):
```
73
Properties=species:S:1:pos:R:3:forces:R:3
Sr 0.3076 1.4693 -1.2260 0.502 -0.090 0.204
C -2.5998 -4.6793 -4.8853 -0.010 -0.020 -0.007
C -2.0256 -3.6698 -3.9310 0.002 0.076 -0.020
C -1.5412 -4.0119 -2.6963 0.012 0.014 0.023
C -1.0044 -3.0503 -1.8113 -0.007 -0.090 -0.020
C -0.5149 -3.4684 -0.5519 0.038 0.062 0.086
N -0.0189 -2.6635 0.3438 -0.018 -0.108 -0.011
C 0.4907 -3.0671 1.6527 0.000 0.000 -0.019
C 1.6345 -2.1591 2.1273 0.005 -0.016 0.002
C 1.2386 -1.1740 3.2237 -0.036 0.030 0.014
N 0.2323 -0.2256 2.7622 -0.004 -0.055 0.086
C -0.8813 0.0715 3.3711 0.113 -0.064 0.008
C -1.8168 1.0253 2.9061 -0.103 0.013 0.077
C -2.9685 1.3152 3.6711 0.017 0.002 -0.022
C -3.8947 2.2364 3.2561 0.013 0.025 -0.047
C -5.1153 2.5800 4.0635 -0.028 -0.007 0.019
C -3.6608 2.8722 2.0209 -0.001 -0.007 0.005
C -2.5665 2.6269 1.2143 -0.029 -0.043 0.073
C -2.4764 3.3514 -0.0534 0.192 -0.054 0.042
N -1.5740 3.2286 -0.9476 -0.403 0.119 -0.161
C -1.7439 4.0494 -2.1502 -0.100 -0.053 0.019
C -2.1487 3.2531 -3.3957 -0.102 0.036 -0.007
C -1.1083 2.3634 -4.0825 0.026 0.015 -0.059
N -0.9459 1.0697 -3.4216 -0.218 0.130 -0.267
C -1.4453 0.0493 -3.9969 0.121 -0.059 0.169
C -1.4376 -1.3176 -3.4761 -0.021 -0.048 0.015
C -1.9612 -2.3085 -4.2839 0.004 -0.031 0.009
C -0.9306 -1.6701 -2.1782 -0.026 -0.016 -0.164
O -0.4272 -0.8219 -1.3758 -0.021 0.263 0.077
C -1.5844 1.6811 1.6589 -0.047 0.004 0.013
O -0.5393 1.4060 0.9941 0.056 0.132 -0.303
H -2.6075 -5.6744 -4.4435 0.002 0.000 -0.002
H -2.0174 -4.7278 -5.8066 0.002 0.004 0.002
H -3.6255 -4.4273 -5.1582 0.002 0.004 0.003
H -1.5690 -5.0496 -2.3792 0.006 0.002 0.010
H -0.5460 -4.5258 -0.3002 0.002 -0.005 -0.004
H -0.0076 -1.6792 0.0376 0.020 0.007 0.010
H 0.8222 -4.1015 1.5712 0.012 -0.002 0.011
H -0.3364 -3.0479 2.3684 0.001 0.004 0.007
H 2.0620 -1.6071 1.2839 -0.018 0.010 0.004
H 2.4426 -2.7743 2.5232 -0.002 -0.003 0.010
H 2.1193 -0.6094 3.5332 0.017 -0.013 -0.012
H 0.8427 -1.6916 4.0995 -0.002 -0.016 -0.001
H 0.4055 0.3353 1.9131 0.019 -0.001 0.004
H -1.0876 -0.4558 4.2998 0.002 -0.001 0.002
H -3.1122 0.7977 4.6143 0.006 -0.006 0.000
H -5.1855 1.9587 4.9549 0.011 -0.001 -0.001
H -6.0275 2.4342 3.4832 0.004 0.002 -0.002
H -5.0940 3.6223 4.3853 0.001 0.000 -0.002
H -4.3908 3.6007 1.6783 -0.003 -0.002 0.002
H -3.2898 4.0693 -0.2144 -0.008 -0.002 0.020
H -0.8069 4.5844 -2.3336 -0.014 0.006 -0.040
H -2.5261 4.8001 -1.9913 0.087 0.071 0.060
H -2.4732 3.9922 -4.1312 0.018 -0.001 -0.019
H -3.0278 2.6481 -3.1576 -0.019 0.004 -0.019
H -0.1374 2.8738 -4.0925 -0.002 0.004 0.001
H -1.3948 2.2353 -5.1318 -0.026 -0.053 0.007
H -1.9303 0.1603 -4.9741 -0.006 0.005 -0.006
H -2.3423 -2.0157 -5.2585 -0.006 -0.011 -0.001
N 9.8601 -0.4306 2.9989 -0.008 0.002 0.002
C 8.8279 -0.2202 2.5396 0.056 -0.018 0.015
C 7.5359 0.0357 1.9679 -0.047 0.021 -0.010
C 7.1975 -0.5138 0.7326 -0.021 0.012 0.013
C 5.9505 -0.2698 0.1899 -0.004 -0.018 -0.001
C 5.0167 0.5244 0.8645 0.020 -0.006 0.002
C 5.3737 1.0731 2.1012 -0.002 0.003 0.020
C 6.6189 0.8337 2.6502 0.002 -0.025 -0.025
C 3.7214 0.7669 0.3005 -0.030 -0.047 0.062
C 2.6159 0.9727 -0.1857 -0.010 -0.111 0.055
H 7.9143 -1.1281 0.2050 0.009 0.003 0.006
H 5.6833 -0.6922 -0.7691 0.002 0.006 -0.004
H 4.6624 1.6984 2.6239 -0.004 0.010 -0.010
H 6.8904 1.2630 3.6050 0.005 0.002 0.001
```
Forces are in eV/Å.

As for the LUMO energy: -3.23 eV. Its charge is +1. As for the relative energy (zero: lowest compared OMol25 entry of this formula, charge and spin): 13.9 kJ/mol. The calculation puts the gap between HOMO and LUMO at 6.6425 eV. The value obtained for the HOMO energy is -9.87 eV.

Now the Löwdin charges, all in e: 1.447 -0.043 -0.258 0.021 -0.116 0.019 0.075 -0.132 -0.137 -0.143 0.080 0.020 -0.117 0.022 -0.259 -0.044 0.037 -0.103 -0.084 -0.064 -0.222 -0.165 -0.226 -0.083 -0.084 -0.104 0.036 -0.288 -0.209 -0.292 -0.227 0.079 0.087 0.086 0.127 0.151 0.110 0.126 0.128 0.106 0.123 0.133 0.127 0.110 0.149 0.127 0.079 0.085 0.087 0.131 0.130 0.122 0.113 0.119 0.122 0.118 0.115 0.133 0.130 0.158 -0.186 -0.238 -0.025 -0.028 -0.275 -0.035 -0.028 -0.240 -0.181 0.120 0.116 0.113 0.120